(1)
This record from the OMol25 dataset describes a 6-piece molecular cluster, C16H32F12N2O16S4 overall at a distorted geometry. The level of theory is wB97M-V/def2-TZVPD.

Last column: Mulliken charge in e.
Cartesian coordinates (Å):
H  16.2159  16.8575  11.9172  0.470
O  16.5012  10.0801  12.4689  -0.463
N  13.1174  15.8323  11.2121  0.607
H  11.9506  6.9227  10.5075  0.418
F  7.1551  16.2883  8.3437  -0.248
H  17.1381  11.7972  13.5336  0.278
C  19.0295  14.5822  16.1899  0.619
C  11.8724  16.1885  10.3460  -0.447
H  16.3473  9.1450  9.7949  0.445
O  14.9079  15.9107  7.6962  -0.707
S  12.4066  11.7058  11.7604  1.239
F  17.4436  14.0069  7.3124  -0.243
O  14.5446  13.6727  6.5832  -0.643
F  16.8974  14.4648  9.4101  -0.254
F  9.9318  12.6231  12.5591  -0.205
H  10.2142  15.1061  11.2181  0.200
O  13.0430  7.1523  12.3330  -0.311
H  11.9240  8.5516  11.2735  0.110
C  16.4998  13.8375  8.2535  0.573
F  7.2212  14.6041  6.9591  -0.250
O  14.0184  14.0682  8.9423  -0.538
O  20.5820  14.8852  18.3411  -0.665
N  14.6537  9.0110  11.0148  0.463
O  20.0293  12.5688  17.5191  -0.641
F  10.1709  10.4526  12.6594  -0.238
H  17.2016  11.2331  10.7543  0.496
O  13.1330  10.5579  12.3231  -0.751
H  15.6030  11.6026  11.4188  -0.043
F  7.8280  16.5201  6.2811  -0.231
H  10.3162  16.3122  14.4323  0.279
H  9.5038  15.1636  13.3395  0.209
H  12.5300  6.5113  14.1744  0.228
O  10.0500  14.2515  6.8662  -0.655
F  16.4815  12.5520  8.5730  -0.237
F  18.8294  13.7803  15.1011  -0.242
H  16.6986  15.0836  13.7018  0.382
C  13.7756  8.1025  10.2744  -0.711
H  12.8516  15.9801  12.1868  0.583
H  15.4144  11.2838  13.8719  0.156
H  14.3996  7.2735  9.8790  0.378
H  14.0854  9.6616  11.5718  0.047
S  9.6025  15.2013  7.8611  1.168
H  11.9800  17.2146  10.0303  0.148
C  15.6484  9.8183  10.2964  -1.092
C  14.3308  16.6680  11.0071  -0.439
F  19.2796  15.7719  15.6526  -0.250
H  11.5743  5.8126  12.8326  0.287
O  14.8532  15.9286  13.1971  -0.383
H  15.1650  8.4528  11.7040  0.439
O  9.4037  14.5912  9.1623  -0.585
H  16.0942  16.3216  14.8121  0.245
S  14.7674  14.4773  7.7909  0.972
C  10.8226  11.6217  12.8139  0.345
C  9.8434  16.2182  13.4767  -0.656
H  11.3702  7.5941  13.3603  0.240
O  12.9341  12.9881  12.0608  -0.634
C  15.3620  16.1553  11.9151  -0.248
C  16.3168  10.8147  11.2613  -0.036
O  11.8379  11.4693  10.3840  -0.778
H  15.1390  10.2717  9.4705  0.500
C  12.0404  6.7409  13.2439  -0.651
O  21.5450  14.0443  16.2955  -0.668
H  8.9670  16.8650  13.4276  0.278
H  14.6176  16.4604  9.9624  0.126
H  14.0841  17.7346  11.1078  0.410
C  16.4566  10.8916  13.6707  -0.502
C  7.8739  15.7207  7.3439  0.513
H  16.8436  10.2177  14.4488  0.271
O  10.8372  16.5611  12.5555  -0.384
H  9.7103  16.6723  10.7228  0.460
H  11.8798  15.4840  9.5190  0.254
F  11.2136  11.7806  14.0675  -0.238
C  15.8015  15.4600  14.1861  -0.881
H  13.3591  8.6813  9.4173  0.331
F  17.8641  14.6310  16.8784  -0.246
H  15.2657  14.7281  14.7808  0.343
S  20.4577  13.9187  17.2470  1.105
O  10.2503  16.4968  7.9058  -0.677
C  10.5584  16.1374  11.2055  -0.353
H  13.2233  14.8290  11.1056  -0.119
H  15.7115  15.2306  11.3898  0.176
C  12.5510  7.6453  11.1138  -0.250

Results
total charge	-2
energy relative to the best compared isomer or geometry (same formula, charge and spin)	0.010	eV
HOMO-LUMO gap	8.0	eV
E_LUMO	0.1194	Eh
E_HOMO	-4.7	eV

(2)
This record from the OMol25 dataset describes a 23-piece molecular cluster, C74H211N17O23 overall at a distorted geometry. The level of theory is wB97M-V/def2-TZVPD.

Last column: Mulliken charge in e.
Cartesian coordinates (Å):
C  15.2862  19.1234  17.1778  1.504
H  11.5447  18.3823  21.2290  -0.785
H  12.6356  13.5999  13.0903  0.205
C  11.0737  16.5235  20.2738  -0.921
H  15.5167  16.7582  23.8721  0.194
H  16.1586  20.2193  24.9076  0.322
H  21.1386  19.1110  23.7034  0.238
C  21.8716  16.6161  17.0402  -0.613
H  16.9943  24.5326  25.8962  0.366
H  13.9578  26.3816  20.6120  0.297
H  13.1987  18.0851  19.5776  -1.033
H  11.0635  16.6574  22.8375  0.330
C  18.5654  14.5183  16.5273  0.148
C  20.7939  20.7130  15.5015  -1.502
H  14.2283  21.6293  20.2381  0.032
H  9.8745  19.2079  20.0487  0.072
N  19.0210  19.1454  16.0193  2.346
C  18.8668  23.6797  26.1318  0.654
H  16.6192  26.4508  18.3852  0.263
H  13.6797  14.3393  18.2596  -0.078
H  21.5465  20.1234  16.1252  0.061
H  9.1322  23.2219  25.4105  0.292
H  20.9347  26.1780  19.8907  0.511
H  10.8775  13.9216  12.7963  0.433
H  18.6454  17.7237  23.1472  0.458
C  12.2073  23.1841  14.4011  -0.418
H  15.5466  22.3630  14.2089  -0.074
H  9.8945  15.7813  14.2358  0.396
C  20.1593  19.5915  23.5865  -0.912
H  18.7949  7.9266  16.1304  0.286
N  19.0406  8.7792  16.6263  -0.640
H  14.3576  18.9183  17.7276  -0.101
H  19.2368  11.1615  17.7584  0.141
H  18.2425  16.7088  20.9033  -0.954
H  21.6459  18.8879  12.5867  0.246
H  21.0795  15.6045  11.8199  0.537
C  11.7150  21.3106  24.7687  -0.906
C  19.7145  20.8901  17.7181  0.027
H  22.6251  22.0578  14.1253  0.355
H  14.2176  27.4228  19.3045  0.400
H  20.9844  24.0507  17.7993  -0.380
C  16.1705  22.3937  13.3404  -0.459
O  11.3957  13.4232  14.8232  -0.479
O  11.4423  15.1950  20.3876  -0.271
H  22.9674  25.3120  20.8190  0.276
H  20.3157  21.8054  17.8090  -0.224
H  11.5374  22.6697  19.2659  0.134
H  10.6403  23.2897  26.3028  0.278
C  20.0594  24.3962  11.5291  -1.732
H  20.2789  17.6954  20.0562  0.752
C  14.6952  26.6465  19.8829  -1.154
H  11.9405  19.6076  7.9404  0.376
C  15.7585  20.5790  17.4969  -0.896
C  13.9706  19.7483  13.8240  0.588
H  16.2912  17.4057  13.6699  -0.077
H  15.7435  22.8829  12.4558  0.388
H  12.0043  19.2031  12.0187  -0.043
C  21.0874  17.0565  13.4411  2.663
H  16.1949  20.0223  8.4399  0.383
H  14.6326  14.6276  19.9723  -1.553
H  16.3800  21.3222  13.1416  0.171
C  18.3023  10.6008  17.9718  -0.630
C  11.6912  24.2020  16.4477  -0.218
H  15.0169  13.0731  11.1253  0.485
H  20.4610  23.8248  14.0923  0.187
C  11.7130  14.0347  13.5376  -0.518
O  11.1081  20.3886  18.2004  -0.443
H  19.7184  18.5535  16.3687  -0.953
O  11.9229  24.3914  15.0888  -0.503
H  18.3276  22.7648  26.3712  0.158
H  14.7958  17.7681  15.6193  -0.061
H  10.8108  17.2443  14.6523  0.426
C  17.1952  23.8855  17.9335  0.125
O  17.3276  23.0982  13.8192  0.254
H  15.5610  12.7418  18.6569  0.088
H  10.9046  19.7436  23.5713  0.027
H  12.9717  21.1794  18.0514  -0.080
C  21.2628  25.1873  19.5854  0.042
H  9.5275  26.1272  16.8079  0.275
H  12.6130  18.2863  10.0930  -0.636
C  17.8193  10.4479  15.5168  -1.270
H  11.2764  22.2057  21.6259  0.234
H  18.3189  19.0576  14.1265  -0.050
H  20.3167  20.6770  23.6653  0.120
H  16.6755  24.1228  22.3548  0.085
H  22.0136  15.1103  13.2104  0.319
H  19.9397  14.2681  21.6177  0.174
H  10.2590  24.7948  18.5976  0.560
H  18.7680  10.8478  15.1700  0.475
H  13.9293  16.6050  20.3163  -1.371
N  11.4936  19.6772  11.2720  -0.567
O  17.7396  18.8660  13.3800  -0.870
H  15.1794  24.1633  17.0102  -0.863
C  13.6044  22.4625  20.1453  -1.121
C  18.4486  17.8009  21.0106  1.885
H  18.2771  25.6885  25.4609  0.365
H  14.9938  12.0218  14.9778  0.061
O  21.1620  22.0602  15.5780  0.420
C  21.8437  17.0930  14.7457  -1.285
H  14.8522  14.7892  16.8831  -0.305
O  17.8631  24.2245  24.0314  -0.055
H  18.9649  22.1945  12.8034  -0.001
H  20.7639  24.1442  25.4062  0.280
H  10.4101  26.2693  15.4076  0.262
H  20.8280  20.2957  14.4932  0.339
N  16.2859  18.1622  17.6969  1.370
H  13.2451  15.3505  16.8791  0.221
H  19.1731  13.7096  16.2010  0.618
H  12.5972  23.7351  16.9231  -0.004
C  10.8413  16.1528  14.6253  -1.464
H  11.0941  11.6506  15.5955  0.332
H  17.7245  16.9615  12.5781  0.025
C  15.6376  14.2960  20.2477  2.377
H  18.9759  17.8517  18.8730  0.173
H  15.7554  21.4075  9.4488  0.293
H  12.9677  20.1609  22.6961  -0.088
H  19.2196  24.5354  14.7345  0.113
H  14.8844  13.7646  22.1065  0.456
H  21.7021  17.5928  17.5355  0.126
C  20.3792  24.1543  20.3358  0.235
H  12.9042  15.5883  14.4429  -0.477
C  13.8192  14.4928  17.2088  0.580
H  18.2017  18.9720  16.5766  -0.949
C  19.2153  18.0165  22.2315  -1.728
H  11.0299  13.3861  19.8156  0.312
H  20.6917  25.2931  11.6950  0.379
H  20.3587  21.9748  21.7890  0.341
H  16.6597  20.7672  16.9561  -0.404
C  20.2242  21.9217  20.7098  -0.451
H  20.1151  17.4059  22.2201  0.488
H  18.1786  24.3870  17.9281  -0.831
H  19.0342  15.0088  17.3692  -0.229
H  15.1221  26.5230  17.3205  0.425
C  22.5111  22.2223  15.1770  -1.112
C  17.1243  14.0566  13.1152  0.480
H  18.7278  21.1545  18.2447  -0.118
N  19.8437  24.5999  13.9364  -0.639
C  12.1417  21.9574  19.7734  0.316
H  17.6070  9.7315  14.6926  0.401
C  11.9734  15.5101  13.8577  0.997
H  14.9260  20.0878  13.4043  -0.627
H  10.7069  19.1042  26.0717  0.345
C  19.2667  24.2709  27.5219  -1.554
C  11.6063  18.8598  25.4227  -1.615
H  12.7157  13.5535  16.0054  0.285
C  21.0351  25.0901  18.0850  -0.676
H  10.9657  26.3824  18.9951  0.476
H  15.6037  14.9133  9.4890  0.814
C  15.6787  20.3151  9.2984  -0.615
H  16.4210  16.5229  11.0094  0.352
C  15.4439  15.7076  23.6458  -1.114
H  17.7121  22.9267  11.7895  0.245
H  21.8005  25.6951  17.5733  0.466
H  15.3980  10.2346  15.1478  0.366
C  13.4955  20.1583  10.1787  0.003
H  20.7843  13.5680  20.2857  0.382
H  13.0652  18.6795  23.3836  -0.220
H  20.3801  24.4192  21.4299  0.293
O  19.5340  14.9493  19.7042  -0.058
H  12.9155  15.5991  11.9830  -0.268
H  16.8052  20.9957  23.4309  0.134
H  10.5554  14.4924  18.5588  0.103
H  17.0146  9.2273  17.0232  0.288
H  19.8114  9.1968  16.1355  0.282
H  13.6593  18.7772  13.4126  -0.325
H  13.9640  18.1084  21.2773  0.039
H  15.9050  24.6711  23.8761  0.454
H  14.8589  16.8856  11.5988  -0.185
H  22.8248  16.5278  14.6143  0.509
H  10.0424  11.9307  14.1993  0.325
H  19.4715  19.3880  24.3496  0.415
C  19.0742  24.3305  12.7224  0.611
H  19.0985  13.0822  20.6136  0.116
H  10.5749  18.9225  8.8310  0.412
H  13.1157  22.7823  14.7162  -0.105
H  19.7895  23.5369  28.1036  0.385
H  16.1411  25.4163  15.2614  0.420
H  20.2313  15.0838  13.2800  0.203
C  8.0277  20.0611  20.0188  -0.498
C  11.9586  17.3740  21.1009  1.427
C  17.4054  17.4760  13.5252  0.179
H  16.6746  21.8636  24.9233  -0.128
H  20.2142  20.0802  18.1933  0.417
C  15.7362  12.8387  19.7330  -1.431
H  13.3467  21.2537  10.2773  0.329
C  21.0786  15.6334  12.9162  -1.547
H  13.6715  22.9769  21.0849  0.809
H  15.9514  17.2317  17.5063  -0.845
H  17.9627  17.0200  14.3281  0.310
H  22.9496  16.4827  16.9302  0.500
H  16.7802  13.8398  22.0285  0.226
C  10.5732  14.3455  19.6680  -0.660
C  11.4028  19.6790  8.8590  -1.603
C  11.4624  25.5943  17.1083  0.444
H  18.5536  15.0773  19.6737  -0.136
H  12.8749  19.9653  19.2975  -0.910
C  19.4908  20.4938  16.2443  0.944
O  14.1154  19.7233  15.2446  0.303
O  16.9297  11.5316  15.5040  -0.347
H  23.1659  21.5486  15.7388  0.351
N  13.0430  19.6693  23.6053  -0.485
H  12.3949  21.4404  25.6210  0.469
H  16.5765  18.2753  21.7302  -0.206
H  17.5528  11.4200  17.9152  -0.233
H  20.6768  20.9463  20.5098  0.181
H  16.8341  23.7838  18.9665  0.612
H  16.2178  15.1777  24.1427  0.342
H  15.0202  21.2866  17.2829  0.125
H  15.2321  17.1729  9.8221  0.400
C  15.7273  11.2291  14.8073  -0.756
H  13.4193  14.2501  9.3806  0.243
H  11.9427  24.9425  19.0665  -0.011
H  18.8184  21.1365  15.7191  -0.317
H  14.2107  20.9093  23.9153  0.505
C  10.1869  22.9567  25.3393  -0.737
H  18.2192  14.1637  13.0639  0.084
H  10.5761  19.2223  11.2001  0.295
H  11.6270  17.8582  25.0077  0.316
H  17.2676  24.2220  15.5452  -0.282
H  10.6677  20.9315  20.7964  -0.305
C  18.2918  23.0749  12.7424  -0.496
H  16.3941  18.2570  18.7365  -0.836
O  19.5909  19.3460  22.3411  0.228
H  11.4798  16.2992  12.0004  0.245
O  10.3337  21.6424  25.0602  -0.375
N  10.4402  26.3799  16.4164  -0.669
O  17.3595  13.9407  16.9574  -0.011
H  19.9364  25.1096  27.3167  0.373
H  14.0702  19.8907  11.1447  -0.304
O  14.8298  21.6433  23.9573  -0.401
C  17.9606  24.6042  25.3859  -0.899
H  7.5298  20.3950  20.8863  0.342
C  16.7755  24.7238  23.2878  -0.871
N  13.6135  15.0922  9.9021  -0.520
H  10.9157  15.8528  15.6520  0.142
H  13.9696  23.1409  19.3901  -0.154
H  21.5069  17.6793  11.5727  0.317
N  12.3187  16.1944  12.5646  0.162
H  10.8106  23.6204  16.5597  0.552
C  15.0734  18.8457  15.7470  0.148
H  9.5256  14.4629  20.0045  0.317
H  20.0344  25.5003  17.8542  0.204
H  13.1750  20.5478  13.6293  0.233
H  18.4051  24.4872  28.1235  0.396
O  13.4786  13.3064  16.5528  -0.506
H  14.4921  15.4177  24.0081  0.369
H  15.9223  20.6804  18.5696  0.473
C  16.0864  21.1556  24.2846  -0.240
H  12.5510  18.9167  26.0068  0.350
C  15.0155  15.1192  10.3167  -0.709
H  11.0185  16.6840  19.2164  0.264
H  17.3758  19.5184  21.0320  -0.067
H  16.8637  13.1668  13.6753  -0.094
C  15.3902  16.5316  10.7052  -0.558
H  16.1025  19.8842  10.2025  0.110
H  18.4218  15.2842  15.7430  -0.560
H  15.0435  12.1974  20.2750  0.684
O  16.7182  13.9893  11.7505  -0.524
O  14.9767  25.5136  19.1099  0.278
H  17.3846  22.8571  17.4775  -0.768
H  19.9175  23.1033  24.4843  0.206
H  17.1675  13.1465  16.4235  -0.280
H  15.8863  11.2243  13.6892  0.301
C  12.3159  20.7666  18.8063  1.497
H  22.1619  18.0900  15.0905  0.302
C  19.8318  13.8891  20.5955  -0.686
H  23.0896  24.1580  19.8120  0.264
H  12.0781  21.9713  23.9782  0.170
H  10.5710  23.5468  24.4890  0.268
C  11.1581  19.1782  17.5116  0.017
H  16.6716  14.9190  13.6439  -0.049
O  8.9522  19.0390  20.3654  -0.492
H  10.1929  18.6570  17.6140  0.392
C  11.0165  12.1178  14.6320  -1.040
H  19.4438  19.2652  19.8336  -0.813
N  11.5261  21.4083  20.9954  0.155
C  19.3512  18.1795  19.8609  -0.751
C  11.7374  19.8684  24.2914  1.526
H  11.7491  11.5962  13.9779  0.324
C  11.1048  25.4626  18.5535  -1.342
H  7.3011  19.5589  19.3566  0.252
H  11.4478  22.4326  14.5783  0.390
H  11.8445  18.4875  17.9561  -0.508
H  21.5591  15.8292  17.8137  -0.046
H  14.7486  14.4178  12.2640  -0.315
H  19.5328  24.4113  10.5934  0.459
H  10.9808  20.6902  9.0058  0.343
H  13.3424  15.8906  9.2867  0.173
N  11.9856  16.8667  22.4554  -0.154
H  15.5649  27.0703  20.3591  0.287
H  19.3366  24.2946  19.9114  -0.205
C  15.7520  14.3204  21.7437  -1.545
O  14.3437  19.9246  9.1054  -0.391
H  18.3342  25.1421  12.5705  0.276
C  15.2950  14.0860  11.4107  0.052
O  21.0958  16.5185  15.8045  -0.037
H  16.7449  14.7490  18.5615  -0.635
H  17.0067  25.7355  22.9562  0.366
N  16.8016  25.0748  15.9361  -0.669
H  20.0809  17.3409  13.6548  -1.162
C  17.9897  9.6932  16.8194  0.554
H  12.4328  26.0477  17.0354  0.008
C  15.7685  25.8773  17.9584  -1.613
H  11.4196  19.3265  16.4668  0.158
C  13.3344  17.5470  20.5469  1.429
H  10.0194  16.6109  20.5720  0.648
H  8.6159  21.0055  19.7068  0.045
H  19.1533  21.9083  20.5373  0.059
H  12.5621  16.0023  22.4466  0.179
H  20.6472  23.5169  11.4908  0.365
H  12.2549  23.4441  13.3400  0.355
H  15.9963  18.8607  15.1427  -0.485
H  18.1674  10.0606  18.9030  0.384
N  21.8336  17.9038  12.4774  -0.810
H  22.9483  23.1679  15.3576  0.292
H  16.7326  12.5107  20.0096  0.191
C  12.2511  19.3559  10.0311  1.608
O  15.6721  15.6697  22.2720  0.364
C  16.1842  24.6936  17.1968  2.942
N  16.6251  15.0774  19.5268  3.177
N  17.1977  18.5403  20.9484  0.504
N  22.6809  25.0933  19.8689  -0.758
O  20.9156  22.9120  20.0403  -0.413
H  16.3859  16.0600  19.5944  -1.121
N  20.1291  23.3541  25.4441  -0.653

Results
HOMO-LUMO gap	9.1	eV
E_LUMO	0.0131	Eh
E_HOMO	-8.8	eV